Computed, not measured: CH2Cl3O5PS as an isolated structure in a non-equilibrium geometry, with ωB97M-V/def2-TZVPD.

```
! RIJCOSX wB97M-V def2-TZVPD def2/J DEFGRID3
* xyz 0 1
Cl -2.29933 -0.62594 -3.63505
Cl -1.70990 4.20932 -0.56294
Cl -2.42533 2.93324 -4.56932
S -0.77875 0.14391 -2.29372
P -2.20352 2.57960 -2.65109
O 0.45349 -0.41495 -2.82047
O -3.29697 2.14200 -1.83403
O -1.49747 3.93567 -2.17585
O -0.85373 1.71582 -2.70935
O 0.48334 1.18508 -0.72667
C 1.62735 1.34449 -1.03819
H 1.97861 0.71401 -1.80655
H 2.12201 2.30294 -0.58086
*
```

DFT total energy = -68997.299 eV
molar mass = 263.4 g/mol
frontier orbital gap = 0.36528 hartree
HOMO = -10.35 eV